Entry 1:
The following is a DFT calculation (the ωB97M-V functional and the def2-TZVPD basis) of a 7-piece molecular cluster, C25H45O10PS overall.

Summary:
Calculated total energy (Ha): -2471.407474
LUMO level (eV): -0.632
HOMO-LUMO gap (eV): 6.964

The geometry in ORCA input format:
```
! wB97M-V def2-TZVPD RIJCOSX def2/J DEFGRID3
* xyz 0 1
O 0.105 -2.429 2.040
C 0.980 -1.646 1.628
O 2.394 -1.765 1.541
C 2.859 -0.398 1.713
O 3.973 -0.147 2.196
C 1.700 0.536 1.167
P 1.817 2.374 0.710
S 0.458 3.285 1.827
C 0.498 -0.230 1.077
C -0.984 0.110 0.585
C -2.117 -0.066 1.750
C -3.429 0.747 1.223
O -3.334 2.085 1.803
H 3.105 2.905 1.113
H 1.498 2.650 -0.650
H -1.086 1.137 0.080
H -1.274 -0.657 -0.231
H -1.782 0.345 2.758
H -2.367 -1.176 1.801
H -4.365 0.182 1.588
H -3.468 0.801 0.070
H -3.916 2.697 1.302
C 4.959 1.440 -2.348
C 3.557 0.893 -2.350
C 3.229 -0.171 -3.360
O 2.717 1.299 -1.561
H 5.051 2.199 -1.568
H 5.670 0.637 -2.142
H 5.178 1.901 -3.313
H 3.864 -1.044 -3.199
H 3.373 0.218 -4.370
H 2.185 -0.470 -3.245
C 4.737 -4.617 -5.822
C 5.110 -3.362 -5.078
C 5.525 -3.508 -3.637
O 5.076 -2.273 -5.620
H 4.460 -4.361 -6.846
H 5.589 -5.300 -5.849
H 3.884 -5.097 -5.337
H 6.411 -4.141 -3.568
H 4.706 -3.939 -3.056
H 5.765 -2.524 -3.228
C -5.680 -1.950 4.827
C -4.435 -2.528 4.207
C -3.551 -3.372 5.085
O -4.155 -2.320 3.042
H -6.219 -1.365 4.078
H -6.330 -2.756 5.175
H -5.412 -1.294 5.658
H -4.106 -4.241 5.445
H -3.189 -2.780 5.928
H -2.693 -3.720 4.507
C 3.249 0.858 5.294
C 2.287 1.946 5.671
C 2.372 2.486 7.075
O 1.468 2.379 4.880
H 3.075 0.567 4.263
H 4.275 1.219 5.387
H 3.094 -0.014 5.935
H 3.360 2.919 7.247
H 2.180 1.686 7.793
H 1.620 3.266 7.209
C -5.579 -1.151 -2.057
C -5.031 0.205 -2.412
C -5.563 0.865 -3.655
O -4.190 0.748 -1.718
H -5.106 -1.504 -1.138
H -6.656 -1.086 -1.892
H -5.361 -1.861 -2.858
H -6.640 1.020 -3.562
H -5.344 0.245 -4.527
H -5.079 1.835 -3.786
C 0.012 2.954 -4.190
C -1.313 3.366 -3.602
C -1.578 2.993 -2.168
O -2.135 3.975 -4.261
H 0.065 3.288 -5.229
H 0.827 3.418 -3.631
H 0.107 1.866 -4.167
H -0.835 3.458 -1.516
H -1.555 1.907 -2.055
H -2.566 3.355 -1.878
*
```

=====

Entry 2:
The following is a DFT calculation (the ωB97M-V functional and the def2-TZVPD basis) of C45H58AlBF4N2PSSbSe as an isolated structure.

Summary:
Calculated total energy (Ha): -5907.229994
LUMO level (eV): 0.237
HOMO-LUMO gap (eV): 6.787

The geometry in ORCA input format:
```
! wB97M-V def2-TZVPD RIJCOSX def2/J DEFGRID3
* xyz 0 1
Al 14.778 10.511 13.534
F 17.847 12.901 11.765
B 17.933 11.723 12.372
F 16.078 11.457 12.878
F 18.076 10.669 11.558
F 18.384 11.676 13.606
C 13.868 11.261 15.046
H 13.325 10.536 15.666
H 14.342 12.079 15.621
C 12.170 14.446 9.653
N 13.640 14.180 9.717
C 14.431 14.483 10.804
Se 13.835 15.042 12.491
N 15.730 14.212 10.493
C 15.806 13.696 9.198
C 16.876 13.251 8.442
C 16.609 12.754 7.172
C 15.319 12.678 6.695
C 14.221 13.093 7.442
C 14.476 13.664 8.677
H 11.950 15.253 10.364
H 11.616 13.554 9.980
H 11.899 14.739 8.631
H 16.472 14.278 11.188
H 17.895 13.248 8.884
H 17.404 12.406 6.539
H 15.218 12.300 5.681
H 13.209 12.866 7.110
S 12.863 11.740 13.648
Sb 9.762 10.693 11.951
C 8.847 10.437 13.907
C 9.406 11.171 14.922
C 8.956 10.986 16.240
C 8.012 9.986 16.538
C 7.429 9.305 15.480
C 7.816 9.542 14.154
C 8.775 9.027 10.860
C 8.337 9.241 9.568
C 7.564 8.299 8.907
C 7.237 7.123 9.522
C 7.702 6.896 10.817
C 8.498 7.814 11.464
C 8.986 12.736 11.680
C 8.022 12.980 10.721
C 7.516 14.274 10.586
C 8.019 15.360 11.263
C 9.015 15.082 12.203
C 9.523 13.804 12.411
H 10.163 11.937 14.686
H 9.415 11.626 17.000
H 7.758 9.786 17.571
H 6.632 8.563 15.689
H 7.331 8.997 13.356
H 8.587 10.171 9.056
H 7.270 8.581 7.887
H 6.660 6.335 9.014
H 7.432 5.977 11.366
H 8.899 7.564 12.465
H 7.601 12.161 10.101
H 6.670 14.438 9.897
H 7.709 16.387 11.087
H 9.457 15.933 12.788
H 10.380 13.625 13.109
C 11.818 7.859 16.461
C 13.304 7.478 16.674
C 13.891 6.468 15.663
C 13.614 6.809 14.184
C 12.191 7.397 13.999
C 11.263 7.210 15.202
P 14.882 7.945 13.329
C 14.600 7.236 11.552
C 15.332 5.920 11.052
C 16.225 6.085 9.826
C 15.680 7.117 8.847
C 15.688 8.489 9.517
C 14.670 8.522 10.656
C 16.456 7.210 13.997
C 17.520 7.079 12.873
C 18.944 7.536 13.291
C 19.236 7.000 14.703
C 18.265 7.509 15.746
C 17.001 8.058 15.128
H 11.655 8.945 16.434
H 11.193 7.490 17.290
H 13.434 7.063 17.697
H 13.926 8.385 16.728
H 13.470 5.476 15.913
H 14.985 6.383 15.852
H 13.722 5.895 13.596
H 11.748 6.995 13.040
H 12.263 8.503 13.850
H 11.088 6.092 15.357
H 10.286 7.667 14.945
H 13.538 6.966 11.588
H 14.500 5.230 10.753
H 15.865 5.388 11.871
H 16.366 5.123 9.332
H 17.275 6.405 10.097
H 14.645 6.821 8.535
H 16.290 7.101 7.935
H 15.423 9.259 8.795
H 16.695 8.759 9.882
H 13.680 8.748 10.257
H 14.950 9.411 11.292
H 16.261 6.213 14.419
H 17.219 7.634 11.976
H 17.560 6.006 12.580
H 19.002 8.644 13.222
H 19.694 7.130 12.594
H 20.289 7.252 14.957
H 19.259 5.904 14.666
H 18.768 8.289 16.350
H 17.993 6.721 16.462
H 17.295 9.045 14.735
H 16.233 8.268 15.861
*
```

=====

Entry 3:
The following is a DFT calculation (the ωB97M-V functional and the def2-TZVPD basis) of C3H4N4O in the gas phase.

Summary:
Calculated total energy (Ha): -410.818702
Energy relative to the best compared isomer or geometry (same formula, charge and spin) (kcal/mol): 115.8
LUMO level (eV): 0.051
HOMO-LUMO gap (eV): 9.116

The geometry in ORCA input format:
```
! wB97M-V def2-TZVPD RIJCOSX def2/J DEFGRID3
* xyz 0 1
H -1.502 -0.050 2.402
N -1.582 0.788 1.895
C -0.830 0.284 1.036
C -0.555 1.252 0.079
N 0.304 1.014 -0.869
N 0.547 -0.333 -0.947
O 1.694 -0.578 -1.803
C 0.294 -1.231 -0.101
N -0.340 -1.064 1.017
H -1.055 2.125 0.126
H 2.364 0.070 -1.558
H 0.683 -2.171 -0.300
*
```

=====

Entry 4:
The following is a DFT calculation (the ωB97M-V functional and the def2-TZVPD basis) of C28H49N2OP3RhSe as an isolated structure.

Summary:
Calculated total energy (Ha): -4816.113807
Energy relative to the best compared isomer or geometry (same formula, charge and spin) (kcal/mol): 0.0
LUMO level (spin up / spin down) (eV): -7.084 / -11.246
HOMO-LUMO gap (spin up / spin down) (eV): 6.654 / 4.379

The geometry in ORCA input format:
```
! wB97M-V def2-TZVPD RIJCOSX def2/J DEFGRID3
* xyz 3 5
Rh -1.131 -0.796 -0.630
P -2.241 -1.145 1.345
P 0.125 -2.602 -0.747
P -2.793 -1.215 -2.065
H 0.556 1.208 -1.009
C -0.507 1.157 -1.284
C -1.452 1.359 -0.237
H -1.060 1.631 0.751
C -1.367 -0.434 2.782
C -2.498 -2.893 1.815
C -3.918 -0.412 1.458
C 1.275 -2.232 -2.110
C 1.229 -2.892 0.674
C -0.566 -4.250 -1.162
C -3.922 0.200 -2.273
C -3.885 -2.632 -1.679
C -2.098 -1.547 -3.713
H -0.784 1.345 -2.328
H -2.489 1.650 -0.441
H -1.196 0.640 2.645
H -0.393 -0.917 2.915
H -1.955 -0.572 3.700
H -1.544 -3.425 1.912
H -3.126 -3.413 1.083
H -3.008 -2.919 2.788
H -3.871 0.673 1.307
H -4.319 -0.601 2.463
H -4.613 -0.841 0.726
H 1.936 -3.085 -2.313
H 1.871 -1.352 -1.835
H 0.701 -1.998 -3.017
H 1.732 -3.868 0.600
H 0.670 -2.851 1.617
H 1.971 -2.085 0.694
H 0.262 -4.975 -1.223
H -1.089 -4.225 -2.130
H -1.266 -4.576 -0.377
H -4.659 -0.036 -3.053
H -3.360 1.092 -2.576
H -4.457 0.421 -1.340
H -4.547 -2.798 -2.541
H -4.513 -2.440 -0.798
H -3.305 -3.548 -1.507
H -2.910 -1.492 -4.449
H -1.648 -2.547 -3.756
H -1.329 -0.806 -3.976
C 1.461 2.004 -5.340
C 0.905 3.056 -4.602
C 0.780 4.321 -5.169
C 1.256 4.576 -6.460
C 1.884 3.545 -7.176
C 2.005 2.267 -6.620
Se 1.339 0.240 -4.544
H 1.007 0.561 -3.092
H 0.547 2.856 -3.591
H 0.302 5.115 -4.593
H 1.142 5.564 -6.900
H 2.274 3.749 -8.173
H 2.501 1.468 -7.177
C 2.664 2.665 4.956
N 2.122 2.329 3.657
N 2.341 1.130 3.050
C 1.930 1.223 1.712
O 1.864 0.241 0.936
C 1.614 2.611 1.525
C 1.763 3.248 2.726
C 1.582 4.678 3.073
C 2.486 -0.086 3.771
C 1.791 -0.307 4.964
C 1.833 -1.567 5.562
C 2.576 -2.599 4.975
C 3.281 -2.368 3.785
C 3.250 -1.108 3.187
H 1.926 3.282 5.481
H 3.598 3.240 4.857
H 2.862 1.782 5.559
H 1.279 3.031 0.597
H 0.954 4.816 3.964
H 2.539 5.199 3.236
H 1.083 5.179 2.234
H 1.198 0.500 5.402
H 1.286 -1.737 6.486
H 2.609 -3.585 5.447
H 3.860 -3.169 3.323
H 3.794 -0.904 2.267
*
```

=====

Entry 5:
The following is a DFT calculation (the ωB97M-V functional and the def2-TZVPD basis) of C13H26GeN2O3SV as an isolated structure.

Summary:
Calculated total energy (Ha): -4265.250570
Energy relative to the best compared isomer or geometry (same formula, charge and spin) (kcal/mol): 0.0
LUMO level (spin up / spin down) (eV): -0.019 / -0.027
HOMO-LUMO gap (spin up / spin down) (eV): 6.804 / 7.807

The geometry in ORCA input format:
```
! wB97M-V def2-TZVPD RIJCOSX def2/J DEFGRID3
* xyz 0 4
V 0.043 -0.451 0.380
N -2.128 -1.819 -1.248
C -2.692 -2.988 -1.588
C -1.836 -3.987 -1.174
C -0.783 -3.304 -0.551
N -0.972 -1.994 -0.601
H -2.482 -0.877 -1.323
H -3.640 -3.013 -2.099
H -1.967 -5.047 -1.291
H 0.092 -3.696 -0.058
C -3.938 0.326 0.557
Ge -2.647 1.808 0.468
C -3.562 3.280 -0.456
C -2.306 2.391 2.302
C -1.001 1.276 -0.392
H -4.789 0.615 1.179
H -3.482 -0.561 1.001
H -4.344 0.073 -0.429
H -4.488 3.561 0.050
H -3.805 2.993 -1.482
H -2.915 4.158 -0.500
H -3.220 2.796 2.741
H -1.551 3.181 2.313
H -1.964 1.568 2.932
H -0.363 2.174 -0.314
H -1.177 1.202 -1.479
O 1.457 -0.371 -1.384
S 2.669 -0.903 -0.629
C 3.800 -1.547 -1.896
C 5.086 -0.724 -1.828
C 4.652 0.693 -1.458
C 3.719 0.520 -0.265
H 3.245 -1.361 -2.818
H 3.927 -2.619 -1.762
H 5.625 -0.773 -2.774
H 5.748 -1.123 -1.056
H 4.104 1.151 -2.284
H 5.491 1.343 -1.215
H 3.034 1.345 -0.075
H 4.262 0.296 0.657
C 1.280 0.338 2.631
C -0.022 -0.315 3.141
O -0.242 -0.358 4.332
O -0.771 -0.801 2.194
H 1.681 1.001 3.394
H 1.152 0.977 1.735
H 2.019 -0.440 2.422
*
```

=====

Entry 6:
The following is a DFT calculation (the ωB97M-V functional and the def2-TZVPD basis) of a 2-piece molecular cluster, C2H3NO2 overall.

Summary:
Calculated total energy (Ha): -283.086221
Energy relative to the best compared isomer or geometry (same formula, charge and spin) (kcal/mol): 107.8
LUMO level (eV): 0.801
HOMO-LUMO gap (eV): 10.827

The geometry in ORCA input format:
```
! wB97M-V def2-TZVPD RIJCOSX def2/J DEFGRID3
* xyz 0 1
C -0.666 -1.874 -0.683
N 0.134 -1.504 -1.396
O 1.005 -1.108 -2.107
H -1.272 -2.597 -0.076
C 0.688 0.226 1.048
O -0.171 0.706 0.364
H 0.318 -0.259 1.897
H 1.681 0.321 0.683
*
```